{
  "formula": "C4H9NO2",
  "method": "wB97M-V/def2-TZVPD",
  "species": ["C", "C", "C", "C", "O", "O", "N", "H", "H", "H", "H", "H", "H", "H", "H", "H"],
  "xyz": [[1.3559, -1.6472, 0.4838], [0.0595, 1.7825, -1.4237], [-1.5284, 0.6045, 0.7978], [-0.1793, 0.1840, 0.3020], [0.2932, -0.8753, 1.0108], [0.8765, -2.8430, -0.0269], [0.5207, 0.6730, -0.6396], [0.3946, -3.3219, 0.6672], [2.0560, -1.8078, 1.3241], [1.8418, -1.1007, -0.3306], [0.4579, 2.7180, -1.0173], [-1.0294, 1.8646, -1.4790], [0.4643, 1.6475, -2.4244], [-2.3144, 0.2231, 0.1347], [-1.5846, 1.6965, 0.8251], [-1.6842, 0.2022, 1.7959]],
  "forces_ev_per_a": [[0.68, 0.27, 0.17], [-0.10, 0.08, 0.03], [0.03, 0.25, -0.05], [0.75, 0.34, -1.11], [-0.30, -0.10, 0.38], [-0.33, -0.44, 0.01], [-0.37, -0.67, 1.05], [0.27, 0.25, -0.23], [-0.29, 0.06, -0.28], [-0.11, -0.23, 0.22], [-0.02, -0.02, -0.09], [-0.04, 0.05, -0.09], [-0.12, 0.22, -0.12], [0.15, 0.08, 0.11], [-0.13, -0.18, 0.01], [-0.06, 0.03, -0.02]],
  "gap_ev": 10.43,
  "multiplicity": 1,
  "smiles": "C/N=C(\\C)OCO",
  "e_tot_ev": -9878.3909,
  "e_above_lowest_kcal_mol": 38.5
}